1.
The following is a DFT calculation (ωB97M-V/def2-TZVPD) of C49H41ClEuN6O3P as an isolated structure at a distorted geometry.

Each line ends with the Löwdin spin population.
CARTESIAN COORDINATES (ANGSTROEM)
Eu  0.32936  -0.19086  -0.27708  6.95
O  2.15868  0.25995  -1.36936  -0.01
C  2.75856  1.32330  -1.77976  0.00
C  3.66427  1.24627  -2.87190  0.00
C  4.28572  2.35374  -3.39067  0.00
C  4.05386  3.62342  -2.84655  0.00
C  3.20154  3.73488  -1.77448  0.00
C  2.54772  2.62489  -1.21049  0.00
C  1.70472  2.88483  -0.06939  0.01
N  1.00007  2.01427  0.56263  -0.01
N  0.33457  2.56313  1.67003  0.00
C  -0.66268  1.88186  2.06156  0.00
O  -1.02012  0.68733  1.50894  0.00
C  -1.66725  2.22922  3.09574  0.00
C  -3.76459  1.03850  3.98565  0.00
C  -3.94319  1.72820  5.11323  0.00
C  -3.01352  2.61877  5.82485  0.00
C  -1.97742  3.33768  5.36988  0.00
C  -1.47351  3.41808  3.98036  0.00
H  3.83573  0.26020  -3.28716  0.00
H  4.95893  2.25266  -4.23507  0.00
H  4.54224  4.49707  -3.25951  0.00
H  3.00824  4.70993  -1.33784  0.00
H  1.66850  3.91553  0.29169  0.00
H  -4.57567  0.43129  3.59561  0.00
H  -4.90863  1.62817  5.60254  0.00
H  -3.24985  2.72650  6.87961  0.00
H  -1.44400  3.95375  6.08658  0.00
H  -0.53215  3.93489  3.83502  0.00
C  6.11684  0.59089  0.89302  0.00
C  5.12744  1.39777  1.43526  0.00
C  3.83907  0.91678  1.60109  0.00
C  3.53170  -0.38713  1.22550  0.00
C  4.53350  -1.20626  0.70413  0.00
C  5.81621  -0.71632  0.53338  0.00
N  2.19636  -0.84471  1.36444  0.00
N  2.13354  -2.05072  1.70846  0.02
C  0.88046  -2.66600  1.78454  0.00
C  0.82570  -3.74078  2.68681  0.00
C  -0.33175  -4.48243  2.80113  0.00
C  -1.42125  -4.15715  1.99903  0.00
C  -1.34303  -3.08402  1.11790  0.00
C  -0.19766  -2.29180  0.94255  -0.01
H  7.11711  0.98107  0.74923  0.00
H  5.36045  2.41488  1.72589  0.00
H  3.06820  1.53475  2.03801  0.00
H  4.27696  -2.21618  0.41628  0.00
H  6.58078  -1.35763  0.11172  0.00
H  1.69198  -3.94412  3.30778  0.00
H  -0.39075  -5.30842  3.50039  0.00
H  -2.33121  -4.74821  2.06057  0.00
H  -2.23927  -2.84913  0.53899  0.00
Cl  -0.16609  1.47944  -2.40876  0.00
C  -1.65192  2.26388  -2.84440  0.00
C  -1.59923  3.25948  -3.80842  0.00
C  -2.77303  3.88224  -4.19987  0.00
C  -3.97829  3.50286  -3.62500  0.00
C  -4.01020  2.51718  -2.65323  0.00
C  -2.84321  1.87520  -2.23280  0.00
P  -2.81633  0.61600  -0.88748  0.00
C  -3.10033  1.55736  0.65246  0.00
C  -2.86563  2.99085  0.55029  0.00
C  -2.56164  3.93185  1.47756  0.00
C  -2.51238  3.46374  2.87710  0.00
C  -2.47962  0.95659  3.23358  0.00
C  -2.49505  0.64106  1.71730  0.00
C  -4.47705  -0.13083  -1.25603  0.00
C  -4.65154  -0.78279  -2.47851  0.00
C  -5.87208  -1.34636  -2.81697  0.00
C  -6.93306  -1.28514  -1.92163  0.00
C  -6.76188  -0.66065  -0.69454  0.00
C  -5.54004  -0.08549  -0.36362  0.00
H  -0.64342  3.53650  -4.23343  0.00
H  -2.74446  4.66653  -4.94556  0.00
H  -4.89773  3.98917  -3.92803  0.00
H  -4.95043  2.24687  -2.18916  0.00
H  -3.02852  3.38518  -0.44548  0.00
H  -2.55844  4.98724  1.23143  0.00
H  -3.50830  3.38131  3.30093  0.00
H  -1.87846  0.16005  3.69394  0.00
H  -2.78349  -0.39494  1.52718  0.00
H  -3.82055  -0.81140  -3.17895  0.00
H  -6.00295  -1.83376  -3.77725  0.00
H  -7.89092  -1.71782  -2.18526  0.00
H  -7.58895  -0.61318  0.00445  0.00
H  -5.39771  0.43959  0.57513  0.00
N  -0.58057  -1.68275  -2.15120  0.00
C  -1.32962  -2.38262  -2.68290  0.01
N  -2.18446  -3.23062  -3.21442  0.00
C  -3.07681  -4.01650  -2.36031  0.00
C  -3.19274  -5.41200  -2.95256  0.00
O  -3.61608  -5.35983  -4.30670  0.00
C  -2.69850  -4.63882  -5.10692  0.00
C  -2.55714  -3.20258  -4.62065  0.00
H  -4.06234  -3.54114  -2.32349  0.00
H  -2.66235  -4.06090  -1.35457  0.00
H  -3.93962  -5.99278  -2.41349  0.00
H  -2.22102  -5.91844  -2.88401  0.00
H  -3.08819  -4.65922  -6.12414  0.00
H  -1.71586  -5.12864  -5.08491  0.00
H  -3.51757  -2.68657  -4.73936  0.00
H  -1.79570  -2.67654  -5.19386  0.00

Force components x, y, z for each atom (eV/Å):
-1.5042 -1.0879 0.1044
1.6393 0.7197 -0.8999
0.2540 0.0916 0.0010
0.0300 -0.0902 0.0248
-0.0321 0.1181 0.0479
0.1204 0.0804 -0.1229
-0.1295 -0.1111 0.1596
0.2638 -0.1210 -0.3315
-0.2398 -0.1258 0.4094
0.2166 0.8737 0.1834
0.0590 0.3137 0.3599
0.2266 -0.0504 -0.3227
0.2118 0.5226 0.7474
-0.2725 0.0275 0.1382
0.1442 -0.0338 -0.1223
-0.1956 -0.1340 -0.0085
0.0988 0.0871 0.0505
-0.0583 -0.0267 0.0036
0.0572 0.0245 -0.0392
-0.0138 0.0069 -0.0019
0.0025 -0.0475 0.0094
-0.0194 -0.0026 0.0107
0.0242 0.0021 0.0114
0.0822 -0.0012 0.0358
-0.0659 0.0455 0.0841
0.0129 -0.0285 -0.0103
0.0352 0.0579 -0.0075
-0.0552 -0.0238 0.0611
0.0078 -0.0360 -0.0075
0.0343 0.0179 0.0081
0.0862 0.0417 0.0223
-0.1353 -0.1702 0.0313
0.6716 0.1693 0.0734
-0.2250 0.0413 -0.0291
-0.0207 0.0066 0.0187
-0.2851 -1.1489 0.3280
1.0433 0.6779 0.2806
-1.2218 -0.4964 -0.2123
0.2263 0.2764 -0.0475
-0.0496 -0.0982 0.0719
-0.0774 0.0364 -0.0482
0.0190 -0.0549 0.0052
0.2688 -0.7639 0.8464
-0.0123 -0.0084 -0.0065
-0.0200 -0.0020 -0.0027
-0.0602 0.0306 -0.0495
-0.0023 -0.0073 -0.0212
0.0029 0.0239 -0.0099
0.0141 -0.1116 -0.0598
0.0153 0.0131 -0.0017
-0.0033 0.0313 0.0488
0.0123 -0.0087 -0.0329
-0.2386 0.7949 -1.0980
-0.3031 -0.0891 0.0778
0.0163 0.0239 -0.0184
0.0505 -0.0297 0.0471
-0.1195 0.0618 -0.0504
0.0952 -0.0192 0.0114
0.1375 -0.0005 -0.0430
-0.9615 0.2865 0.3840
0.4473 -0.2688 0.0034
-0.3602 -0.0283 0.1635
0.0730 0.2315 0.0225
0.1274 -0.0269 -0.3031
0.0450 0.1583 0.0658
-0.5218 0.2231 -0.3682
0.2279 -0.0526 -0.2011
-0.0789 0.0014 0.0451
0.0741 -0.0188 -0.0566
-0.0894 -0.0181 0.0344
-0.0090 -0.0448 -0.0216
-0.0058 -0.0095 -0.0197
-0.0107 -0.0115 -0.0163
0.0069 -0.0134 -0.0149
0.0053 -0.0050 0.0142
-0.0093 -0.0155 -0.0057
-0.0168 0.0703 -0.0247
0.0823 -0.0499 -0.1052
0.0481 -0.2027 0.1059
-0.0184 -0.0266 -0.0484
0.1651 -0.0476 0.0546
-0.0265 -0.0184 -0.0105
0.0024 0.0156 0.0011
0.0148 -0.0139 0.0157
0.0094 0.0111 0.0034
0.0233 0.0215 -0.0011
-0.0935 -0.4026 -0.5839
0.1411 0.1798 0.1859
-0.1405 -0.3248 -0.0475
-0.0318 -0.1413 -0.0263
0.0602 0.1330 0.0504
-0.0350 -0.0170 -0.0253
0.0238 0.0933 0.0604
-0.0612 -0.0561 -0.0615
0.0099 0.0268 0.0332
0.0256 0.0372 0.0079
0.0090 -0.0031 0.0008
-0.0234 -0.0206 -0.0173
0.0206 0.0021 -0.0060
-0.0099 -0.0051 -0.0089
0.0223 0.0364 -0.0169
0.0194 0.0259 0.0304

Values from the calculation:
* electronic energy: -3957.82231 Eh
* spin multiplicity: 8
* orbital gap (spin up / spin down): 4.943 / 5.593 eV
* charge: -1
* <S²>: 15.7600
* LUMO level (spin up / spin down): 0.0831 / 0.0831 hartree

---

2.
The following is a DFT calculation (ωB97M-V/def2-TZVPD) of C49H41ClGeLuN2O2P as an isolated structure at a distorted geometry.

Each line ends with the Mulliken charge.
CARTESIAN COORDINATES (ANGSTROEM)
Lu  -0.47092  0.98779  1.41787  1.24
C  -3.59577  -2.02880  2.76232  -0.88
C  -4.53513  -1.33033  3.53100  -0.91
C  -4.37444  0.06722  3.59441  -0.49
C  -3.30900  0.71602  2.98786  0.40
N  -2.48781  0.00749  2.15773  0.38
C  -2.62827  -1.36736  2.05409  -0.18
C  -3.03012  2.17750  3.06021  0.81
C  -3.80055  3.05164  3.84359  -1.00
C  -3.53703  4.38968  3.91503  -0.76
C  -2.60885  4.90406  3.06624  -0.82
C  -1.88360  3.99622  2.34792  -0.29
N  -1.96403  2.67222  2.38867  0.07
H  -3.72486  -3.08176  2.58739  0.55
H  -5.32107  -1.85938  4.10165  0.45
H  -5.06517  0.68656  4.20237  0.39
H  -2.06405  -1.93165  1.28324  0.37
H  -4.62635  2.66364  4.29609  0.58
H  -4.12818  5.04832  4.53305  0.46
H  -2.32352  5.90626  2.76691  0.42
H  -1.14309  4.31136  1.61445  0.53
Cl  -0.22546  0.84722  4.35049  -0.05
C  1.27820  0.14949  5.06043  0.95
C  1.33488  -0.04633  6.40215  -0.61
C  2.51576  -0.57376  6.94384  -0.52
C  3.55830  -0.90213  6.10208  -0.88
C  3.47677  -0.71387  4.72980  -0.64
C  2.32769  -0.13383  4.17011  -0.43
P  2.02356  -0.09897  2.40264  1.17
C  1.24909  -1.67407  2.05115  0.89
C  0.94439  -1.96046  0.68053  0.62
C  0.16259  -3.06364  0.46357  -1.07
C  -0.35460  -3.85298  1.46841  -1.28
C  0.01526  -3.58549  2.79063  -0.62
C  0.82731  -2.50388  3.08463  -1.28
C  3.60972  0.07953  1.60405  0.31
C  4.47221  1.17552  1.96458  -0.54
C  5.81534  1.16451  1.53540  -0.84
C  6.24803  0.27297  0.56770  -0.43
C  5.39968  -0.77930  0.15477  -0.67
C  4.15565  -0.89308  0.71640  -0.06
H  0.52856  0.25761  7.07327  0.48
H  2.66333  -0.79070  7.97980  0.45
H  4.39327  -1.38748  6.58266  0.41
H  4.24521  -0.97398  4.07178  0.67
H  1.31225  -1.28107  -0.13803  0.66
H  -0.24095  -3.26160  -0.53137  0.36
H  -0.86013  -4.75865  1.27142  0.57
H  -0.26765  -4.24869  3.60136  0.50
H  1.15634  -2.34330  4.07871  0.54
H  4.15244  1.92536  2.68749  0.45
H  6.47039  1.92982  1.92624  0.42
H  7.23517  0.28368  0.07024  0.39
H  5.82516  -1.56564  -0.46860  0.51
H  3.52394  -1.76330  0.40378  0.23
O  0.22061  2.74663  0.32306  -0.82
C  0.11516  2.15291  -0.79318  0.79
O  -0.23655  0.90046  -0.78022  0.41
C  0.49719  2.85496  -2.08598  -1.06
C  0.05502  2.36375  -3.42303  -1.42
Ge  -0.49470  0.53693  -3.85257  1.21
C  0.92435  -0.70114  -3.38671  0.49
C  2.08037  -0.10923  -2.96597  -0.81
C  3.17347  -0.91238  -2.57844  -0.74
C  3.06277  -2.30314  -2.69446  -0.56
C  1.83130  -2.89232  -3.12140  -0.98
C  0.81471  -2.08256  -3.52090  0.09
C  -2.16514  0.18909  -2.92118  -0.05
C  -2.44596  -1.13094  -2.44297  -0.15
C  -3.47813  -1.29116  -1.55329  -0.67
C  -4.30588  -0.22211  -1.18484  -0.64
C  -4.10424  0.97926  -1.72737  -0.87
C  -3.03392  1.17857  -2.55519  0.18
C  -0.73157  0.37934  -5.80930  0.32
C  0.18254  0.80755  -6.76081  -0.40
C  0.03326  0.51322  -8.12145  -0.73
C  -1.10892  -0.21154  -8.55502  -0.55
C  -1.97706  -0.63879  -7.62802  -0.61
C  -1.76907  -0.43275  -6.26841  -0.39
H  1.64048  2.93343  -1.99740  0.36
H  0.09427  3.88628  -1.84768  0.44
H  0.80370  2.48102  -4.21522  0.52
H  -0.71293  3.02533  -3.83688  0.61
H  2.20497  0.93383  -2.92629  0.45
H  4.17524  -0.50760  -2.38004  0.60
H  3.95972  -2.89913  -2.46991  0.42
H  1.75840  -3.99435  -3.05247  0.42
H  -0.10295  -2.48608  -3.96600  0.54
H  -1.90124  -2.01390  -2.72011  0.21
H  -3.62898  -2.33142  -1.11457  0.40
H  -5.16270  -0.44100  -0.59896  0.56
H  -4.85709  1.73255  -1.50270  0.48
H  -2.90048  2.17566  -2.98264  0.39
H  1.03191  1.39728  -6.41318  0.22
H  0.72015  0.91556  -8.80652  0.45
H  -1.23871  -0.36260  -9.60805  0.42
H  -2.86142  -1.18247  -7.98380  0.36
H  -2.51179  -0.85317  -5.53420  0.12

Force components x, y, z for each atom (eV/Å):
0.1130 0.1821 0.1257
-1.0869 -0.2061 0.0952
0.7652 0.7241 0.0399
-0.8591 0.2188 1.2789
0.4836 -1.1092 -1.3753
0.2840 -1.3169 0.2025
-0.2092 1.8520 -0.4731
-0.0875 0.7991 0.9324
1.6405 -1.0267 -1.5025
-0.8392 1.1769 0.3721
1.2068 0.1744 -1.2120
1.9003 -0.3577 -1.5663
-1.0777 -1.3142 0.0350
0.1236 -0.3124 0.1848
0.4653 0.5098 -0.5753
0.4362 -0.7183 -0.4663
0.0113 0.8023 0.7194
-2.0123 -0.8602 1.5159
-0.1526 -0.0938 0.1523
-0.6540 0.3307 0.9293
0.0388 0.3309 0.3479
0.2358 -0.1711 0.5485
0.0443 0.5087 -1.5950
0.0360 0.2103 1.6052
-0.2722 0.0457 -1.0398
0.0875 -0.3892 0.1702
-1.4534 0.8771 0.4486
-0.2482 -0.5678 1.0347
-0.1893 1.2330 -0.4655
0.3018 -0.1592 -1.1201
0.3748 1.3171 1.1430
-1.4586 -0.2547 -1.7799
1.4461 0.3418 1.6570
-0.0094 -0.4122 -0.1740
-0.3759 -0.2285 -1.0459
2.4094 0.2917 -0.5634
-0.1304 -1.7033 -0.0181
-0.9205 0.6657 -0.2566
-0.0243 -1.1575 -0.7628
1.2158 0.7033 0.7201
-2.1107 -0.6180 0.1516
0.1100 -0.1962 -0.3767
-0.3876 0.1716 0.5460
0.4049 0.0706 -0.3520
1.2581 -0.4779 -0.7447
-0.4897 -0.8829 0.6948
0.6418 -0.0231 -0.0586
-0.8239 -0.6054 -0.4300
-0.1327 0.0075 -0.1439
0.1340 0.2201 0.7884
0.0081 -0.1232 -0.1828
0.0862 0.0664 -0.1303
-0.4769 0.3584 0.8114
-0.3971 0.2777 -0.1019
0.6553 0.8255 0.4687
-0.1555 0.3712 0.2721
0.3367 -1.6592 -1.2098
0.0810 0.9583 0.6234
0.9355 1.5219 1.9679
-0.3580 -0.0723 -1.5265
-0.4706 -0.0257 -0.8488
-0.8626 0.6326 -0.3296
1.5663 -1.5899 0.9257
0.2408 -0.7178 -1.0988
-0.5033 0.3129 0.1991
2.1350 -0.9179 1.0189
-1.1276 0.1474 -0.2071
0.2689 -2.2122 0.1666
-0.0820 1.4328 0.1158
-0.2775 -1.7498 0.9891
0.2395 -2.7320 0.2542
-1.1265 1.5989 0.1823
0.6438 1.7175 -1.0972
-0.4794 -0.9612 0.3657
0.5270 0.3723 -0.4667
-1.5308 -0.3837 1.3045
2.7148 1.7037 -0.4281
-1.8946 -1.4368 0.7167
-1.1377 0.1172 1.0858
-1.5086 0.0249 -0.0689
0.7308 -0.7804 -0.6072
0.5001 0.2519 0.4993
-0.2708 -0.2019 0.3001
-0.0153 1.2096 0.0477
-0.6695 0.0912 0.1424
-0.6813 0.0236 -0.0670
-0.0816 0.7548 -0.5282
0.3738 -0.0547 0.3052
0.4723 -0.0040 -0.1997
-0.1072 1.4526 -0.6458
-0.6081 0.0153 0.6772
0.4215 0.2845 -0.2499
0.0734 -0.1380 0.1683
-0.0154 -0.0509 -0.3484
0.8296 0.2732 -0.8577
-0.2132 -0.1805 -0.2998
0.3026 0.1127 0.4186
0.7443 0.4801 -0.8680

Values from the calculation:
* electronic energy: -6265.43721 Eh
* orbital gap: 6.196 eV
* charge: +2
* LUMO level: -0.2250 hartree